# 1
A molecular structure, C11H22BeN2O11. Source: OMol25; level of theory: ωB97M-V/def2-TZVPD.

Computed properties:
E_HOMO (spin up / spin down) in eV: 3.85 / 3.87
LUMO energy (spin up / spin down) in Ha: 0.21629 / 0.21629
Total charge: -3
2S+1: 2
Gap between HOMO and LUMO (spin up / spin down) in eV: 2.0 / 2.0

Positions of all 47 atoms, in Å:
Be 26.42157 -37.25188 22.52408
C 27.28115 -37.63736 19.59342
O 26.30623 -38.26828 19.95325
O 28.12870 -38.29083 19.00243
O 27.52095 -36.63560 20.24685
C 28.61523 -39.30342 22.49499
O 29.11697 -39.79471 21.50403
O 28.94157 -38.21913 22.98306
O 27.44922 -39.65984 22.65025
C 23.48716 -38.09909 22.86570
O 24.29734 -38.49186 23.70727
O 23.98451 -37.65523 21.82720
O 22.26432 -38.37382 22.99743
C 27.57696 -36.23804 27.05306
C 27.16305 -36.11800 25.62990
C 28.01418 -35.24803 24.77764
O 27.58159 -34.93905 23.45465
C 28.46497 -34.02552 22.82945
N 26.92329 -37.42616 25.07514
H 28.61988 -36.53965 27.15023
H 26.99877 -36.95370 27.63755
H 27.33347 -35.24871 27.44041
H 26.25429 -35.51664 25.65472
H 29.04329 -35.55711 24.59460
H 28.09660 -34.32663 25.35412
H 27.94291 -33.68767 21.93424
H 29.49580 -34.36513 22.72855
H 28.48362 -33.07237 23.35790
H 26.10052 -37.90622 25.41086
H 27.70733 -38.05043 25.20035
C 24.07222 -34.37388 23.93681
C 24.18190 -34.06201 22.44771
C 24.86038 -32.66381 22.13845
O 23.98798 -31.45722 22.16694
C 23.29913 -31.18171 23.36664
N 24.99875 -35.12849 21.84961
H 23.24055 -33.88121 24.44049
H 24.88024 -34.07590 24.60495
H 23.82564 -35.42462 24.08924
H 23.19307 -33.99052 21.99471
H 25.32929 -32.73830 21.15729
H 25.69105 -32.53932 22.83314
H 22.57665 -31.96413 23.59892
H 22.78072 -30.24055 23.18343
H 24.09348 -31.07251 24.10501
H 24.37904 -35.91618 21.72464
H 25.24433 -34.92514 20.89126

---

# 2
A molecular structure, C11H22BrCl8F3N2OSSi2. Source: OMol25; level of theory: ωB97M-V/def2-TZVPD.

Computed properties:
E_HOMO in eV: -9.75
LUMO energy in Ha: -0.01999
Total charge: 0
Gap between HOMO and LUMO in eV: 9.2

Positions of all 51 atoms, in Å:
C -3.86613 2.79927 3.02957
C -3.98593 3.17658 1.46968
N -4.37013 2.04490 0.57081
Si -3.33760 0.59864 0.81526
O -1.68039 0.87316 0.31429
Si -0.71282 -0.53783 0.45032
N 0.74632 -0.33184 -0.60363
C 1.23671 -1.49022 -0.86116
S 1.78733 -3.05328 -1.03774
C -0.16457 -0.96588 2.24943
F -1.26531 -1.33942 3.07833
F 0.68298 -2.12743 2.23103
F 0.60482 0.07346 2.81469
C -4.19649 -0.81792 -0.20136
Br -4.73080 -0.03617 -1.97059
C -5.58108 -1.29826 0.51291
C -5.31146 -1.74047 2.04480
H -4.15760 3.73799 3.63373
H -4.57455 1.97749 3.36906
H -2.76727 2.58886 3.28959
H -3.05682 3.72315 1.09964
H -4.84478 3.94502 1.39759
H -5.36832 1.80715 0.65692
H -3.24806 0.20075 2.23753
H -1.37356 -1.75644 -0.06771
H -3.55692 -1.75289 -0.29152
H -5.91316 -2.22575 -0.07861
H -6.37975 -0.47228 0.43532
H -6.11355 -2.46795 2.43218
H -4.30521 -2.25435 2.18467
H -5.42251 -0.78858 2.68167
C 5.63449 -3.16952 -2.61301
Cl 4.65221 -4.30693 -3.54616
Cl 7.31283 -3.71354 -2.50373
H 5.60930 -2.19654 -3.10228
H 5.22196 -3.08852 -1.60542
C 4.22004 -2.20594 1.61454
Cl 4.81155 -1.76766 0.00587
Cl 5.50848 -2.90541 2.60075
H 3.84238 -1.31184 2.10792
H 3.41885 -2.93560 1.50924
C 1.87698 2.30686 -3.08273
Cl 3.32355 1.39738 -3.53914
Cl 1.08444 3.00217 -4.50109
H 1.18127 1.63540 -2.58195
H 2.16382 3.11140 -2.40785
C 6.95865 2.84277 -3.32300
Cl 7.68274 3.75894 -1.99574
Cl 7.93707 1.42819 -3.73130
H 5.96528 2.51105 -3.02333
H 6.88425 3.48617 -4.19793

---

# 3
A molecular structure, C11H22FGaNO6. Source: OMol25; level of theory: ωB97M-V/def2-TZVPD.

Computed properties:
E_HOMO in eV: -4.57
LUMO energy in Ha: 0.10572
Total charge: -1
Gap between HOMO and LUMO in eV: 7.4

Positions of all 42 atoms, in Å:
C 5.09489 1.79544 0.18652
C 3.73499 1.71313 -0.50735
C 2.87136 0.53745 -0.07926
F 3.09253 0.32035 1.33198
Ga 0.86008 0.70189 -0.48146
N 0.17481 2.51256 -0.21105
H 5.57311 0.81281 0.20877
H 5.76638 2.48337 -0.33294
H 4.99247 2.11611 1.22198
H 3.19508 2.65380 -0.35558
H 3.90275 1.59343 -1.58234
H 3.26481 -0.36658 -0.56506
H 0.07502 -0.26230 0.53167
H 0.57408 0.23960 -2.00852
H 0.36188 2.78093 0.75248
H 0.70333 3.17869 -0.76959
C -3.67752 2.89188 -3.01246
C -4.04853 1.50440 -2.55766
C -2.95122 0.76650 -1.81552
O -3.21846 -0.60315 -2.17092
C -3.87741 -0.61924 -3.33881
O -4.10103 -1.59146 -3.99288
O -4.27483 0.63118 -3.68304
H -2.92480 2.83107 -3.79838
H -4.54258 3.42992 -3.39906
H -3.26028 3.45028 -2.17343
H -4.97308 1.51466 -1.97217
H -2.98094 0.88325 -0.73660
H -1.95612 1.04766 -2.16659
C 1.77027 -2.90864 2.27814
C 0.59780 -2.89790 3.22676
C -0.42623 -4.00495 3.03690
O -1.64671 -3.36733 3.42346
C -1.49567 -2.01990 3.22550
O -2.39137 -1.24207 3.26932
O -0.20674 -1.74082 2.98629
H 1.42565 -2.65740 1.27475
H 2.51485 -2.16790 2.56304
H 2.23569 -3.89706 2.27139
H 0.92825 -2.86142 4.27026
H -0.25903 -4.87756 3.66358
H -0.49755 -4.30468 1.98790

---

# 4
C11H22N6O4 in the gas phase. Source: OMol25; level of theory: ωB97M-V/def2-TZVPD.

Computed properties:
ΔE to the lowest compared entry with this formula, charge and spin in kJ/mol: 352.14
E_HOMO in eV: -8.60
LUMO energy in Ha: 0.01640
SMILES string: [H]/N=C(\N)NCCC[C@H](N)C(=O)N[C@@H](CCC(N)=O)C(=O)O
Total charge: 0
Gap between HOMO and LUMO in eV: 9.1

Positions of all 43 atoms, in Å:
C -0.91310 0.63198 0.46078
C 0.22365 -0.36516 0.33228
C -0.38345 2.03872 -0.01865
C -0.20108 2.14543 -1.53837
C 0.31738 3.61363 -1.89235
C 1.83141 5.26380 -0.93700
C -1.24004 -2.38969 1.19129
C -1.17200 -2.89346 2.82933
C -1.67624 -3.53882 0.29327
C -1.54332 -3.34016 -1.24536
C -0.02348 -3.58808 -1.70630
H -1.58007 -0.02805 2.17251
H -1.91733 1.61222 1.97234
H -1.83036 0.14921 -0.06915
H 0.43662 2.17267 0.63855
H -1.16989 2.75358 0.20745
H 0.52232 1.42204 -1.79038
H -1.05966 1.96254 -2.09119
H -0.28919 4.44001 -1.45358
H 0.25153 3.75325 -2.98450
H 2.43818 3.56203 -1.79918
H 0.91248 7.19578 -0.82905
H 3.57333 6.18699 -0.76666
H 3.07399 5.67181 0.63305
H 0.80686 -2.34413 0.58359
H -1.98127 -1.51083 1.21851
H -2.76510 -3.81312 0.60759
H -1.09478 -4.46140 0.35590
H -1.65922 -2.33307 -1.46837
H -2.20321 -4.01285 -1.80041
H 1.40917 -2.81066 -3.02312
H 0.21658 -1.73509 -2.87268
H 0.47426 -1.97591 2.88589
N -1.20623 0.86399 1.88981
N 1.64372 4.05314 -1.46001
N 0.85389 6.12670 -1.02787
N 3.10039 5.36345 -0.34208
N -0.06515 -1.74850 0.70994
N 0.43279 -2.76329 -2.81396
O 1.33206 -0.05442 0.01843
O -2.05656 -3.58962 3.25312
O 0.65795 -4.46196 -1.22295
O -0.08338 -2.46834 3.49748

---

# 5
A molecular structure, C11H23AlClF3KLiNbO11P. Source: OMol25; level of theory: ωB97M-V/def2-TZVPD.

Computed properties:
E_HOMO in eV: -11.32
LUMO energy in Ha: -0.31527
Total charge: +2
Gap between HOMO and LUMO in eV: 2.7

Positions of all 54 atoms, in Å:
C 1.39570 2.59572 0.52704
C 1.66265 2.13229 -0.91112
O 1.48320 0.75365 -1.11988
Nb -0.48088 0.15384 -1.12612
C -0.83625 1.38641 -2.92371
Cl -2.73703 -0.64676 -1.08114
P 0.02316 -1.14050 1.07067
O 1.61218 -1.52862 1.10389
O -0.17879 -0.12612 2.41159
H 0.99270 1.81250 1.15445
H 2.27325 3.03520 1.00430
H 0.66332 3.39089 0.50138
H 1.10639 2.73917 -1.61265
H 2.71661 2.35041 -1.13945
H 0.08328 -1.32919 -2.07036
H -1.01390 1.59718 -0.08299
H -0.24849 2.28042 -3.07403
H -0.76159 0.71821 -3.77856
H -1.87210 1.70731 -2.86223
H 2.00749 -1.23625 0.26945
H -0.95636 -0.49058 2.85382
C -2.39835 -4.10182 -3.96694
O -1.60888 -4.59779 -5.08314
C -0.36341 -4.83670 -4.85976
O 0.28036 -4.77248 -3.84249
O 0.20161 -5.32383 -6.02502
C 1.58846 -5.50959 -5.91682
H -3.40804 -3.99727 -4.34095
H -2.39251 -4.82047 -3.15571
H -2.04470 -3.13583 -3.61975
H 1.77226 -6.19276 -5.05340
H 2.15462 -4.60416 -5.71618
H 1.93147 -5.98106 -6.83634
C 0.55787 2.49857 6.32524
C -0.25332 3.66704 5.80138
O 0.56792 4.84102 5.63520
C 1.31121 4.89094 4.56570
O 1.36292 4.04904 3.70306
C 2.09218 6.23296 4.52317
F 2.62210 6.48750 5.70752
F 1.22816 7.18953 4.18859
F 3.04342 6.14110 3.60491
H 1.04141 2.77463 7.25836
H -0.07814 1.63245 6.50846
H 1.34177 2.21143 5.62294
H -1.03247 3.93313 6.50783
H -0.73139 3.42642 4.86081
Li 3.08688 1.15210 0.40521
K -0.75986 2.59479 3.27532
C -4.74092 -4.52977 -1.20167
O -5.00516 -4.03512 -2.26545
O -3.67554 -5.08290 -0.85565
O -5.50930 -4.66495 -0.22601
Al 0.88287 -7.69135 -4.64281

---

# 6
A molecular structure, C11H23BrFO4V. Source: OMol25; level of theory: ωB97M-V/def2-TZVPD.

Computed properties:
ΔE to the lowest compared entry with this formula, charge and spin in kJ/mol: 0.00
E_HOMO (spin up / spin down) in eV: -8.04 / -8.33
LUMO energy (spin up / spin down) in Ha: 0.00578 / 0.00564
Total charge: 0
2S+1: 3
Gap between HOMO and LUMO (spin up / spin down) in eV: 8.2 / 8.5

Positions of all 41 atoms, in Å:
V 0.96824 -1.10501 0.46743
C 1.18793 -4.03281 -2.38213
C 1.00875 -2.51738 -2.36634
O 0.50661 -2.09659 -1.14508
H 0.42290 -4.62052 -1.88626
H 2.14447 -4.19158 -1.86974
H 1.42562 -4.42793 -3.37487
H 0.28363 -2.23128 -3.15034
H 1.95770 -2.04065 -2.65149
F 0.50399 -2.48060 1.82991
Br 3.50604 -1.23396 0.62390
C -0.06646 2.18426 2.95004
C 0.95285 1.09589 2.99976
O 0.91244 0.22020 2.16754
C 1.98740 1.08642 4.05945
H -0.71395 2.24265 3.83168
H -0.71627 2.08087 2.08321
H 0.33531 3.20202 2.92093
H 2.06875 1.97315 4.68746
H 3.00149 0.82082 3.76086
H 1.72915 0.27680 4.75547
C 1.45679 2.75821 -1.74485
C 0.88370 1.37580 -1.60780
O 0.98865 0.74522 -0.57796
C 0.15688 0.83280 -2.79159
H 2.53600 2.64859 -1.62442
H 1.07220 3.42597 -0.97355
H 1.20852 3.20763 -2.70259
H -0.60804 1.55714 -3.09172
H -0.31753 -0.13358 -2.64407
H 0.83236 0.76737 -3.64977
C -3.43933 -0.62682 -0.83805
C -2.54547 -0.21268 0.30795
O -1.35807 -0.39601 0.26123
C -3.24668 0.35440 1.51190
H -4.38901 -0.10134 -0.89870
H -3.54544 -1.70481 -0.93255
H -2.85449 -0.29385 -1.70470
H -2.57125 0.39419 2.36486
H -4.15044 -0.18482 1.78481
H -3.51595 1.38183 1.24019

---

| no. | DFT total energy (Eh) |
| --- | --- |
| 1 | -1383.863343 |
| 2 | -8149.461269 |
| 3 | -2963.238809 |
| 4 | -1061.816179 |
| 5 | -3267.837377 |
| 6 | -4351.854466 |